No. 1
13
Properties=species:S:1:pos:R:3:mulliken_charge:R:1 method="wB97M-V/def2-TZVPD" homo_energy_ha="-0.26593 / -0.26592" total_energy_ha=-249.292591 gap_ha="0.2597 / 0.2596" total_charge=0
C 1.8731 -0.0922 0.2883 -1.156
C 0.4338 -0.4130 0.0251 0.210
C -1.5676 0.3292 0.0281 -0.283
C -0.4605 0.2511 -0.9969 -0.490
C -0.5651 -0.8477 0.8684 0.392
N -1.5436 -1.3038 1.4394 -0.582
H 2.0750 0.9721 0.0972 0.289
H 2.1671 -0.2954 1.3225 0.336
H 2.5439 -0.6631 -0.3677 0.270
H -1.5172 1.1861 0.6951 0.223
H -2.5816 0.0063 -0.1983 0.288
H -0.1554 1.2468 -1.3381 0.274
H -0.7017 -0.3763 -1.8633 0.229



No. 2
13
Properties=species:S:1:pos:R:3:mulliken_charge:R:1 method="wB97M-V/def2-TZVPD" homo_energy_ha=-0.28925 total_energy_ha=-249.317820 gap_ha=0.2970 total_charge=0
C -2.0664 0.5012 -0.0959 -0.775
N -0.6890 0.0162 0.1681 -0.256
C 0.6723 -1.7580 0.4101 -0.462
C 1.7350 -0.9300 0.1630 0.041
C 1.5936 0.3774 -0.2375 -0.800
C 0.2506 0.7948 -0.2881 0.250
H -2.6173 0.6566 0.8393 0.251
H -2.6550 -0.1787 -0.7200 0.268
H -2.0615 1.4755 -0.6192 0.288
H 0.7185 -2.2931 1.3760 0.204
H 2.6997 -1.4346 0.2605 0.368
H 2.4186 1.0166 -0.5063 0.352
H 0.0010 1.7561 -0.7500 0.270



No. 3
13
Properties=species:S:1:pos:R:3:mulliken_charge:R:1 method="wB97M-V/def2-TZVPD" homo_energy_ha="-0.30958 / -0.30954" total_energy_ha=-249.306120 gap_ha="0.3284 / 0.3283" total_charge=0
C -1.5335 0.3719 0.0389 0.310
C 0.6496 0.6186 0.0476 0.572
C -2.8417 0.4354 0.0136 -0.825
C -0.4006 -0.2933 -0.6553 -0.377
C 2.1783 0.3796 0.0632 -1.030
N 0.1022 1.5420 0.6559 -0.620
H -3.5777 1.0592 0.4727 0.311
H -3.2606 -0.5174 -0.2660 0.258
H -0.3961 -1.3756 -0.4244 0.300
H -0.5471 -0.1384 -1.6949 0.244
H 2.6392 0.6428 -0.9748 0.240
H 2.4670 -0.6598 0.2507 0.299
H 2.6474 1.0596 0.8056 0.318



No. 4
13
Properties=species:S:1:pos:R:3:mulliken_charge:R:1 method="wB97M-V/def2-TZVPD" homo_energy_ha=-0.28471 total_energy_ha=-249.229556 gap_ha=0.3125 total_charge=0
C -2.5776 -0.1642 0.4581 -0.931
C -1.2982 0.0033 -0.0123 0.099
C -0.2933 0.4433 -0.6476 -0.329
C 1.1284 0.1491 -0.8271 0.206
C 2.0495 0.2364 0.3385 -0.444
N 1.6814 -1.0630 -0.2012 -0.604
H -1.7706 1.0092 -0.4821 0.293
H -2.8756 0.2774 1.4024 0.279
H -3.2616 -0.8284 -0.0586 0.273
H 1.5375 0.3525 -1.8131 0.365
H 1.6306 0.5576 1.2898 0.264
H 3.0874 0.5165 0.1736 0.248
H 0.9621 -1.4896 0.3795 0.279



No. 5
13
Properties=species:S:1:pos:R:3:mulliken_charge:R:1 method="wB97M-V/def2-TZVPD" homo_energy_ha=-0.37638 total_energy_ha=-249.379887 gap_ha=0.4118 smiles=N#CCC1CC1 total_charge=0
N -0.4116 1.2825 2.5896 -0.539
C -0.9262 0.5351 1.8664 0.347
C -1.1527 -0.3062 0.6984 -0.545
C 0.2079 0.1980 0.1164 -0.024
C 0.3686 0.4217 -1.3621 -0.610
C 1.0832 -0.7183 -0.6938 -0.607
H -2.0570 -0.0300 0.1323 0.277
H -1.2112 -1.3795 0.9426 0.275
H 0.5725 0.9313 0.9727 0.422
H 0.9357 1.2924 -1.6722 0.246
H -0.4511 0.1617 -2.0343 0.255
H 0.7320 -1.7246 -0.9295 0.255
H 2.1536 -0.6500 -0.5337 0.246



No. 6
13
Properties=species:S:1:pos:R:3:mulliken_charge:R:1 method="wB97M-V/def2-TZVPD" homo_energy_ha=-0.32455 total_energy_ha=-249.338802 gap_ha=0.3680 smiles=C1[C@@H]2[C@@H]3CN1[C@H]23 total_charge=0
C 1.3482 0.1789 -0.1892 -0.339
C 0.4360 -0.9765 -0.2209 -0.292
C -0.9654 -0.4957 -0.3005 -0.294
C -0.8169 1.0110 -0.3723 -0.339
N 0.3175 0.9267 0.6119 -0.533
C -0.2591 -0.4277 1.0191 -0.390
H 2.2487 0.0370 0.4105 0.238
H 1.6053 0.6392 -1.1473 0.279
H 0.6617 -2.0577 -0.0189 0.339
H -1.7987 -1.1302 -0.5777 0.403
H -1.6573 1.5312 0.0924 0.243
H -0.5626 1.4900 -1.3255 0.274
H -0.5574 -0.7263 2.0184 0.412